Run one
This record from OMol25 describes a single C4H6N2O2 molecule. The level of theory is wB97M-V/def2-TZVPD.

```
14
Properties=species:S:1:pos:R:3
C -1.87 -1.07 0.62
C -0.94 -1.23 -0.10
C 0.59 1.07 0.36
C 0.22 -1.18 -0.84
N 1.16 -0.16 0.01
N 2.42 -0.52 0.26
O 3.16 0.35 0.74
O 2.64 -1.74 0.10
H -2.56 -1.40 1.32
H 1.09 1.48 1.19
H 0.75 1.81 -0.43
H -0.53 1.04 0.44
H 0.04 -0.79 -1.82
H 0.61 -2.17 -0.73
```

* frontier orbital gap: 10.691 eV
* structure (SMILES): C#CCN(C)[N+](=O)[O-]
* highest occupied orbital energy: -10.081 eV


Run two
This record from OMol25 describes a molecular structure, C4H6N2O2. The level of theory is wB97M-V/def2-TZVPD.

```
14
Properties=species:S:1:pos:R:3
C -1.30 0.93 -0.55
N 1.13 -0.25 0.89
C 0.02 -1.18 0.70
N -0.99 2.09 0.02
C 0.32 -1.23 -0.80
C 1.58 -0.79 -0.39
O -0.60 0.43 -1.46
O -0.63 -1.79 1.50
H 1.70 -0.38 1.72
H -2.26 0.49 -0.24
H -0.03 2.41 -0.06
H -1.54 2.47 0.77
H 0.04 -1.98 -1.51
H 2.56 -1.21 -0.59
```

* frontier orbital gap: 8.567 eV
* highest occupied orbital energy: -7.631 eV


Run three
This record from OMol25 describes a single C4H6N2O2 molecule. The level of theory is wB97M-V/def2-TZVPD.

```
14
Properties=species:S:1:pos:R:3
C 0.86 -1.34 0.30
C 1.82 -0.44 -0.39
C 1.43 0.88 -0.58
C 0.34 1.37 0.22
H 1.19 -2.06 1.13
H 0.52 -2.15 -0.43
H 2.42 -0.89 -1.10
H 1.90 1.51 -1.47
H -0.51 1.84 -0.35
H 0.81 2.16 0.77
N -1.38 -0.65 -0.53
N -0.42 -0.64 0.48
O -2.21 0.18 -0.57
O -0.34 0.54 1.14
```

* frontier orbital gap: 9.920 eV
* structure (SMILES): O=NN1CC=CCO1
* highest occupied orbital energy: -9.104 eV


Relative energies, hartree: run one 0.1238; run two 0.0000; run three 0.1027.


Run one
This record from OMol25 describes a single C4H6N2O2 molecule. The level of theory is wB97M-V/def2-TZVPD.

```
14
Properties=species:S:1:pos:R:3
C 1.38 1.29 0.33
C -1.62 -0.29 0.12
C -0.94 -1.38 -0.01
C 0.46 -0.93 -0.31
H 2.42 1.39 -0.45
H 0.85 2.35 0.37
H 1.59 0.86 1.46
H -3.20 0.89 -0.11
H -1.15 -2.45 -0.28
H 2.24 -1.18 -0.67
N 0.43 0.50 -0.53
N 1.43 -1.81 -0.37
O -0.94 0.83 0.00
O -2.95 -0.08 0.46
```

* frontier orbital gap: 9.103 eV
* structure (SMILES): [H]/N=c1/cc(O)on1C
* highest occupied orbital energy: -8.756 eV


Run two
This record from OMol25 describes a single C4H6N2O2 molecule. The level of theory is wB97M-V/def2-TZVPD.

```
14
Properties=species:S:1:pos:R:3
C 0.03 0.69 -0.02
C -0.57 -0.57 0.01
C -2.03 -0.71 -0.27
C 2.22 -0.22 0.22
H -1.59 1.48 -0.37
H -0.58 -1.15 1.10
H 0.13 -1.23 -0.62
H -2.36 -1.70 -0.69
H 1.66 1.93 0.05
H 1.50 -1.17 0.48
N -0.52 1.86 -0.14
N 1.43 0.89 0.13
O -2.75 0.19 0.28
O 3.43 -0.29 -0.14
```

* frontier orbital gap: 9.216 eV
* structure (SMILES): [H]/N=C(\CC=O)NC=O
* highest occupied orbital energy: -9.711 eV


Run three
This record from OMol25 describes a molecular structure, C4H6N2O2. The level of theory is wB97M-V/def2-TZVPD.

```
14
Properties=species:S:1:pos:R:3
C -1.40 -0.94 -0.17
C -0.05 -0.45 -0.13
C 1.97 -0.50 0.17
C 0.41 0.79 -0.13
H -2.19 0.23 1.06
H -1.70 -1.72 0.74
H -1.49 -1.56 -1.18
H 2.95 -0.96 0.09
H 2.35 1.63 0.00
H -1.13 1.73 -0.25
N 0.94 -1.39 -0.11
N 1.69 0.82 -0.03
O -2.12 0.24 0.07
O -0.23 2.07 -0.11
```

* frontier orbital gap: 8.789 eV
* highest occupied orbital energy: -8.130 eV


Run four
This record from OMol25 describes a molecular structure, C4H6N2O2. The level of theory is wB97M-V/def2-TZVPD.

```
14
Properties=species:S:1:pos:R:3
C 0.54 2.10 -0.16
N 0.19 0.77 -0.62
C 1.38 -0.38 0.22
C -0.81 -0.87 0.12
N -1.75 -1.75 -0.28
C 0.42 -1.28 0.65
O -1.13 0.44 -0.01
O 2.54 -0.15 0.26
H -1.46 -2.70 -0.44
H -2.48 -1.38 -0.87
H 0.62 -2.14 1.27
H -0.21 2.83 -0.49
H 1.51 2.36 -0.60
H 0.65 2.14 0.93
```

* frontier orbital gap: 9.216 eV
* highest occupied orbital energy: -8.585 eV


Relative energies, hartree: run one 0.0755; run two 0.0128; run three 0.0000; run four 0.0264.